Entry 1:
{
  "formula": "C4H12NS",
  "method": "wB97M-V/def2-TZVPD",
  "de_lowest_ev": 0.759,
  "lumo_energy_ev": -3.19,
  "homo_ev": -13.38,
  "total_charge": 1,
  "elements": ["H", "C", "C", "H", "C", "H", "N", "H", "H", "H", "H", "H", "H", "H", "C", "H", "S", "H"],
  "positions_angstrom": [[2.458, 0.938, 1.027], [0.720, -0.147, 0.659], [2.972, -0.748, -0.259], [-2.147, -1.101, -1.206], [-2.609, -0.192, -1.580], [0.367, 1.675, 1.530], [-0.147, 0.809, 1.354], [0.227, -1.024, 0.268], [2.567, -1.705, -0.568], [3.260, -0.176, -1.142], [-3.529, -0.435, -2.096], [-1.026, 1.051, 0.825], [-3.642, 0.144, 0.563], [-1.937, 0.310, -2.275], [2.013, 0.073, 0.535], [3.870, -0.922, 0.333], [-2.977, 0.983, -0.242], [-0.440, 0.466, 2.274]],
  "mulliken_charge": [0.270, 0.029, -1.211, 0.258, -0.691, 0.393, -0.118, 0.353, 0.347, 0.304, 0.336, 0.012, 0.201, 0.285, -0.205, 0.345, -0.290, 0.383]
}

Entry 2:
{
  "formula": "C4H12NS",
  "method": "wB97M-V/def2-TZVPD",
  "de_lowest_ev": 1.461,
  "lumo_energy_ev": -5.18,
  "homo_ev": -12.29,
  "total_charge": 1,
  "elements": ["H", "C", "H", "H", "H", "H", "N", "H", "H", "C", "S", "H", "H", "C", "H", "H", "H", "C"],
  "positions_angstrom": [[-0.225, 1.681, 1.504], [-0.619, 0.887, -1.442], [0.918, -2.508, -1.927], [0.603, -1.189, -3.148], [1.665, 0.427, 0.901], [-0.726, 1.134, -2.513], [-0.277, 0.711, 1.749], [-1.500, -0.905, 2.037], [-1.426, 1.307, -0.921], [0.734, -1.427, -2.113], [-0.777, -0.925, -1.191], [-2.297, 0.880, 1.882], [1.608, -0.844, -1.720], [-1.451, 0.164, 1.907], [1.555, 0.368, 2.677], [0.362, 1.228, -1.131], [0.812, -1.032, 1.704], [1.042, 0.045, 1.744]],
  "mulliken_charge": [0.305, -0.813, 0.328, 0.321, 0.253, 0.362, 0.002, 0.325, 0.273, -0.792, -0.055, 0.311, 0.223, -0.216, 0.316, 0.210, 0.300, -0.653]
}

Entry 3:
{
  "formula": "C4H12NS",
  "method": "wB97M-V/def2-TZVPD",
  "de_lowest_ev": 2.672,
  "lumo_energy_ev": -3.22,
  "homo_ev": -13.89,
  "total_charge": 1,
  "elements": ["C", "H", "H", "H", "H", "C", "H", "H", "C", "N", "H", "C", "H", "S", "H", "H", "H", "H"],
  "positions_angstrom": [[0.130, -0.277, -1.050], [1.617, 1.135, -1.133], [-1.533, 1.621, 1.398], [0.291, 1.748, 0.761], [0.641, -0.678, 1.529], [-0.797, 1.539, 0.563], [-1.391, 2.160, -0.163], [-1.769, -0.161, 0.005], [-0.479, -0.752, 1.452], [-0.784, 0.078, 0.254], [2.014, 0.102, 0.165], [1.574, 0.068, -0.869], [-0.707, -1.864, 1.458], [-0.202, -1.796, -1.680], [-0.402, 0.609, -1.988], [0.856, -2.598, -1.377], [2.090, -0.598, -1.489], [-1.150, -0.334, 2.166]],
  "mulliken_charge": [0.095, 0.373, 0.369, 0.393, 0.334, -0.831, 0.336, 0.390, -0.713, -0.146, 0.308, -1.358, 0.277, -0.123, 0.290, 0.180, 0.455, 0.372]
}